[1]
10
Properties=species:S:1:pos:R:3 method="wB97M-V/def2-TZVPD" spin_multiplicity=1 largest_force_ha_per_bohr=0.0682 lumo_energy_ev=-0.117 homo_ev=-9.56 de_lowest_kj_mol=218.0 smiles="[H]/N=[SiH]/ON=O.C#N"
H 1.414 0.185 0.332
N 0.750 0.159 1.110
Si -0.672 0.730 0.568
O -2.055 0.197 1.304
N -2.656 -0.395 2.373
O -2.432 0.082 3.446
H -1.237 1.526 -0.426
C 2.286 -0.861 -2.923
N 2.096 -0.309 -1.938
H 2.506 -1.314 -3.845


[2]
10
Properties=species:S:1:pos:R:3 method="wB97M-V/def2-TZVPD" spin_multiplicity=1 largest_force_ha_per_bohr=0.0742 lumo_energy_ev=0.643 homo_ev=-10.36 de_lowest_kj_mol=288.8
H -2.621 -0.959 -0.661
N -1.903 -0.757 -0.006
N -1.140 0.206 -0.130
O -1.096 0.948 -1.085
N -0.206 0.317 0.965
O 1.040 0.849 0.609
C 1.806 0.092 -0.246
O 1.418 -0.907 -0.749
H 0.024 -0.494 1.494
H 2.678 0.705 -0.189


[3]
9
Properties=species:S:1:pos:R:3 method="wB97M-V/def2-TZVPD" spin_multiplicity=1 largest_force_ha_per_bohr=0.0751 lumo_energy_ev=0.335 homo_ev=-9.22 de_lowest_kj_mol=279.0 smiles="[H]/N=N/SNC=O"
H 3.317 -0.253 0.939
N 2.651 0.281 0.421
N 1.486 -0.040 0.180
S 0.546 0.918 -0.823
N -0.741 -0.154 -0.615
C -1.868 0.108 0.100
O -2.172 1.140 0.648
H -0.672 -1.127 -0.814
H -2.547 -0.872 -0.036


[4]
8
Properties=species:S:1:pos:R:3 method="wB97M-V/def2-TZVPD" spin_multiplicity=1 largest_force_ha_per_bohr=0.0546 lumo_energy_ev=-0.063 homo_ev=-7.96 de_lowest_kj_mol=104.1 smiles="NN=S.C#N"
N -1.066 0.508 -0.151
N -0.433 1.636 -0.196
S -0.853 2.909 0.565
H -1.272 0.116 0.748
H -0.532 -0.165 -0.721
C 2.293 -1.015 -0.313
N 1.224 -1.282 -0.011
H 3.238 -0.822 -0.604


[5]
8
Properties=species:S:1:pos:R:3 method="wB97M-V/def2-TZVPD" spin_multiplicity=1 largest_force_ha_per_bohr=0.1082 total_charge=+1 lumo_energy_ev="-7.692 / -7.298" homo_ev="-16.09 / -15.60" de_lowest_kj_mol=639.1
C -0.901 -0.474 -0.009
N -1.873 -1.378 0.073
N -2.870 0.464 -0.053
N -1.699 0.717 0.027
N 0.446 -0.753 0.010
H -1.301 1.781 0.272
H 0.583 -1.684 -0.516
H 1.143 -0.008 0.214


[6]
9
Properties=species:S:1:pos:R:3 method="wB97M-V/def2-TZVPD" spin_multiplicity=1 largest_force_ha_per_bohr=0.1133 total_charge=+1 lumo_energy_ev=-4.868 homo_ev=-15.64 de_lowest_kj_mol=230.4
C 1.482 -1.306 0.010
N -1.300 -0.722 1.949
N -1.247 0.023 1.111
N -1.363 0.653 0.085
N -0.219 0.957 -0.757
O 2.113 -2.094 0.522
H 0.333 1.814 -0.575
H -0.411 0.626 -1.692
H 0.611 0.049 -0.653


[7]
9
Properties=species:S:1:pos:R:3 method="wB97M-V/def2-TZVPD" spin_multiplicity=3 largest_force_ha_per_bohr=0.2239 total_charge=+1 lumo_energy_ev="-4.863 / -9.271" homo_ev="-12.27 / -16.76" de_lowest_kj_mol=90.2 s_squared=2.0076
C 0.538 -0.514 0.713
N 1.201 -0.144 -0.311
N 1.181 0.554 -1.286
N 1.602 1.126 -2.137
N -1.063 -0.026 0.376
O 0.728 -1.153 1.659
H -1.674 -0.726 0.970
H -1.290 -0.088 -0.636
H -1.222 0.970 0.653


[8]
10
Properties=species:S:1:pos:R:3 method="wB97M-V/def2-TZVPD" spin_multiplicity=1 largest_force_ha_per_bohr=0.0540 lumo_energy_ev=0.113 homo_ev=-8.30 de_lowest_kj_mol=113.9
H -0.737 0.026 -2.169
N -0.906 -1.089 -1.908
N -0.162 -1.618 -1.106
P 1.152 -0.657 -0.310
C 0.197 -0.620 1.260
N -0.348 0.520 1.417
N -0.166 1.475 0.556
O 0.806 0.850 -0.623
H 0.084 -1.322 2.083
H 0.080 2.435 0.799


[9]
9
Properties=species:S:1:pos:R:3 method="wB97M-V/def2-TZVPD" spin_multiplicity=1 largest_force_ha_per_bohr=0.1092 lumo_energy_ev=-1.003 homo_ev=-9.55 de_lowest_kj_mol=83.1
C -1.964 0.107 -0.766
N -2.882 0.567 -0.044
N -2.537 1.424 0.910
N -1.320 1.662 1.039
N 0.650 -0.143 0.588
P -0.443 0.912 -0.132
H -2.021 -0.312 -1.702
H 1.842 0.390 0.717
H 0.395 -0.496 1.503


[10]
9
Properties=species:S:1:pos:R:3 method="wB97M-V/def2-TZVPD" spin_multiplicity=1 largest_force_ha_per_bohr=0.0540 total_charge=-1 lumo_energy_ev=3.903 homo_ev=-4.89 de_lowest_kj_mol=45.0
C 0.243 -0.315 0.021
N 0.924 -2.292 0.279
N -0.154 -1.580 0.442
N 1.584 -0.305 -0.174
N 1.936 -1.566 -0.033
Si -0.882 1.130 -0.165
H -2.005 1.305 -1.055
H -0.210 2.348 -0.509
H -1.436 1.275 1.195


[11]
9
Properties=species:S:1:pos:R:3 method="wB97M-V/def2-TZVPD" spin_multiplicity=1 largest_force_ha_per_bohr=0.0937 lumo_energy_ev=-0.023 homo_ev=-10.04 de_lowest_kj_mol=251.7 smiles="[H]/N=c1/nn[nH][nH]1"
H 1.194 -0.421 2.194
N 0.180 -0.393 2.023
C 0.030 -0.140 0.808
N -1.221 0.137 0.059
N -0.919 0.441 -1.113
N 0.407 0.442 -1.393
N 1.087 -0.217 -0.198
H 0.563 -0.308 -2.240
H 1.319 -1.302 -0.450


[12]
10
Properties=species:S:1:pos:R:3 method="wB97M-V/def2-TZVPD" spin_multiplicity=1 largest_force_ha_per_bohr=0.0589 lumo_energy_ev=0.568 homo_ev=-8.83 de_lowest_kj_mol=192.5 smiles="[H]/N=c1/[nH]nnn1O"
H 1.100 2.168 0.126
N 0.052 1.921 -0.023
C -0.211 0.691 -0.113
N -1.474 0.056 -0.073
N -1.419 -1.274 -0.056
N -0.207 -1.612 0.002
N 0.577 -0.557 -0.233
O 1.948 -0.674 -0.152
H -2.416 0.439 -0.186
H 2.049 -1.159 0.708


[13]
10
Properties=species:S:1:pos:R:3 method="wB97M-V/def2-TZVPD" spin_multiplicity=1 largest_force_ha_per_bohr=0.0449 lumo_energy_ev=0.787 homo_ev=-9.94 de_lowest_kj_mol=8.1 smiles="Nn1nn[nH]c1=O"
N -0.715 -0.214 -1.627
N -0.360 0.198 -0.366
N -0.551 1.508 0.036
N 0.018 1.564 1.177
N 0.584 0.360 1.453
C 0.415 -0.546 0.451
O 0.941 -1.599 0.237
H 0.028 -0.554 -2.192
H -1.400 -0.986 -1.543
H 1.039 0.268 2.374


[14]
10
Properties=species:S:1:pos:R:3 method="wB97M-V/def2-TZVPD" spin_multiplicity=1 largest_force_ha_per_bohr=0.0612 lumo_energy_ev=0.013 homo_ev=-9.88 de_lowest_kj_mol=268.3 smiles="[H]/N=c1/nnon1N"
H 1.362 1.679 -0.127
N 0.403 1.903 -0.003
C -0.343 0.942 -0.161
N -1.739 0.939 -0.007
N -2.182 -0.170 0.094
O -1.209 -1.227 -0.115
N -0.037 -0.398 -0.423
N 1.197 -0.866 0.123
H 0.940 -1.149 1.049
H 1.608 -1.653 -0.430


[15]
11
Properties=species:S:1:pos:R:3 method="wB97M-V/def2-TZVPD" spin_multiplicity=1 largest_force_ha_per_bohr=0.1784 lumo_energy_ev=-0.834 homo_ev=-9.31 de_lowest_kj_mol=269.3 smiles="[H]/N=c1/n(O)nnn1S"
H -0.875 2.046 -0.426
N 0.023 1.554 -0.286
C 0.095 0.251 -0.294
N 1.159 -0.567 -0.079
O 2.495 0.004 0.194
N 0.817 -1.886 0.110
N -0.525 -1.976 -0.269
N -0.927 -0.674 -0.678
S -2.525 -0.249 0.129
H 2.455 0.878 0.136
H -2.192 0.618 1.463


[16]
6
Properties=species:S:1:pos:R:3 method="wB97M-V/def2-TZVPD" spin_multiplicity=1 largest_force_ha_per_bohr=0.0400 lumo_energy_ev=1.005 homo_ev=-10.19 de_lowest_kj_mol=246.3 smiles="C=NO"
C -0.236 -0.634 0.374
N -0.643 0.121 -0.572
O 0.147 1.111 -0.984
H 0.628 -0.378 0.993
H -0.870 -1.452 0.623
H 0.974 1.232 -0.434


[17]
6
Properties=species:S:1:pos:R:3 method="wB97M-V/def2-TZVPD" spin_multiplicity=1 largest_force_ha_per_bohr=0.1412 lumo_energy_ev=-0.122 homo_ev=-10.17 de_lowest_kj_mol=247.7
C 0.499 -0.358 -0.357
H -0.342 0.548 1.328
H -1.593 0.565 -0.105
H 0.391 -0.337 -1.501
N -0.159 0.655 0.285
O 1.204 -1.074 0.349


[18]
7
Properties=species:S:1:pos:R:3 method="wB97M-V/def2-TZVPD" spin_multiplicity=1 largest_force_ha_per_bohr=0.0799 lumo_energy_ev=0.481 homo_ev=-10.26 de_lowest_kj_mol=99.1 smiles="NC(=O)O"
N 0.922 0.188 0.255
C -0.114 -0.262 -0.494
O -0.243 -1.327 -1.091
O -1.175 0.551 -0.310
H 0.771 0.739 1.120
H 1.837 -0.332 0.339
H -1.998 0.444 0.180


[19]
7
Properties=species:S:1:pos:R:3 method="wB97M-V/def2-TZVPD" spin_multiplicity=1 largest_force_ha_per_bohr=0.0465 lumo_energy_ev="0.338 / 0.338" homo_ev="-8.46 / -8.46" de_lowest_kj_mol=404.6 smiles="[O-]/[NH+]=C/O"
O 1.962 0.033 -0.043
N 0.747 -0.269 -0.004
C -0.226 0.602 -0.068
O -1.539 0.170 -0.001
H 0.474 -1.316 -0.045
H 0.011 1.603 0.331
H -1.429 -0.823 -0.171


[20]
7
Properties=species:S:1:pos:R:3 method="wB97M-V/def2-TZVPD" spin_multiplicity=1 largest_force_ha_per_bohr=0.1284 lumo_energy_ev=0.552 homo_ev=-10.32 de_lowest_kj_mol=88.3 smiles="NC(=O)O"
N 0.961 -0.253 -0.225
C -0.241 0.316 -0.225
O -1.134 0.190 -1.102
O -0.654 0.528 1.103
H 1.447 -0.818 0.499
H 1.282 -0.407 -1.172
H -1.661 0.444 1.122


[21]
7
Properties=species:S:1:pos:R:3 method="wB97M-V/def2-TZVPD" spin_multiplicity=3 largest_force_ha_per_bohr=0.1251 lumo_energy_ev="0.555 / -3.010" homo_ev="-6.64 / -11.56" de_lowest_kj_mol=339.6 s_squared=2.0080
C -0.871 0.007 -0.004
N 1.048 -0.149 -0.012
O 1.507 0.863 -0.257
O 1.583 -1.165 0.326
H -0.925 0.131 -1.111
H -0.883 0.932 0.437
H -1.460 -0.619 0.622


[22]
8
Properties=species:S:1:pos:R:3 method="wB97M-V/def2-TZVPD" spin_multiplicity=1 largest_force_ha_per_bohr=0.0342 lumo_energy_ev="-2.196 / -1.560" homo_ev="-10.56 / -10.04" de_lowest_kj_mol=386.8
C -1.301 -0.043 0.123
N -0.363 0.948 -0.076
O 2.772 0.979 0.185
O 1.930 -1.224 -0.340
S 1.865 0.205 -0.590
H -2.209 -0.009 -0.594
H -1.775 0.234 1.106
H -0.920 -1.089 0.186


[23]
8
Properties=species:S:1:pos:R:3 method="wB97M-V/def2-TZVPD" spin_multiplicity=1 largest_force_ha_per_bohr=0.0849 lumo_energy_ev=-0.091 homo_ev=-10.15 de_lowest_kj_mol=304.7 smiles="O=[N+]([O-])CS"
O 1.189 -2.669 -0.274
N 1.489 -1.593 0.174
O 2.561 -1.306 0.653
C 0.364 -0.637 0.024
S 0.670 0.605 -1.367
H -0.546 -1.197 -0.174
H 0.206 -0.196 0.899
H 0.048 1.697 -0.725


[24]
8
Properties=species:S:1:pos:R:3 method="wB97M-V/def2-TZVPD" spin_multiplicity=1 largest_force_ha_per_bohr=0.0773 lumo_energy_ev=-0.737 homo_ev=-10.22 de_lowest_kj_mol=377.3 smiles="N=[S@]1(=O)CO1"
N 1.722 1.060 -0.259
S 0.530 -0.011 -0.087
O 0.980 -1.381 -0.168
C -1.353 -0.141 0.179
O -0.376 0.256 1.218
H 2.222 0.741 -1.073
H -2.052 0.639 -0.069
H -1.674 -1.164 0.259


[25]
8
Properties=species:S:1:pos:R:3 method="wB97M-V/def2-TZVPD" spin_multiplicity=1 largest_force_ha_per_bohr=0.0735 lumo_energy_ev="-1.250 / -1.223" homo_ev="-8.92 / -8.91" de_lowest_kj_mol=236.9
C 1.824 -0.343 -0.110
N 2.565 -1.269 0.006
O 1.153 0.599 -0.133
O -1.826 1.107 0.192
S -3.187 -0.732 -0.083
H 2.535 -2.221 0.300
H -2.163 1.821 -0.253
H -0.902 1.038 0.081


[26]
8
Properties=species:S:1:pos:R:3 method="wB97M-V/def2-TZVPD" spin_multiplicity=1 largest_force_ha_per_bohr=0.0771 lumo_energy_ev=0.482 homo_ev=-9.35 de_lowest_kj_mol=103.8 smiles="NSOC=O"
N 0.332 1.504 0.799
S 0.243 0.028 1.418
O 0.273 -0.631 -0.143
C -0.332 -1.439 -0.931
O -1.261 -2.174 -0.694
H -0.472 2.060 0.919
H 1.105 1.964 0.535
H 0.111 -1.311 -1.901


[27]
8
Properties=species:S:1:pos:R:3 method="wB97M-V/def2-TZVPD" spin_multiplicity=1 largest_force_ha_per_bohr=0.0573 lumo_energy_ev=-0.075 homo_ev=-9.90 de_lowest_kj_mol=88.1 smiles="NSOC=O"
N -0.757 -1.247 -0.834
S -1.592 0.075 -0.563
O -0.529 1.550 0.104
C -0.616 2.685 -0.593
O 0.000 3.727 -0.363
H -0.716 -1.997 -0.159
H -0.153 -1.284 -1.682
H -1.343 2.626 -1.510


[28]
9
Properties=species:S:1:pos:R:3 method="wB97M-V/def2-TZVPD" spin_multiplicity=1 largest_force_ha_per_bohr=0.0534 lumo_energy_ev=0.023 homo_ev=-9.46 de_lowest_kj_mol=239.3
C -0.930 -0.467 -0.235
N -0.832 0.774 0.368
O 2.608 0.339 -0.906
O 0.384 1.411 0.050
S 0.657 -1.485 0.153
S 1.896 0.278 0.367
H -1.770 -0.959 0.129
H -0.852 -0.658 -1.254
H -1.161 0.768 1.327


[29]
9
Properties=species:S:1:pos:R:3 method="wB97M-V/def2-TZVPD" spin_multiplicity=1 largest_force_ha_per_bohr=0.0661 lumo_energy_ev=-0.757 homo_ev=-9.59 de_lowest_kj_mol=262.8 smiles="CSN=S(=O)=O"
C 1.412 -0.005 -0.022
S 0.603 1.561 0.260
N -1.177 1.108 -0.592
S -1.646 -0.162 0.065
O -2.612 -0.896 -0.669
O -1.126 -0.623 1.318
H 0.862 -0.660 0.598
H 2.593 0.015 0.101
H 1.089 -0.337 -1.059


[30]
9
Properties=species:S:1:pos:R:3 method="wB97M-V/def2-TZVPD" spin_multiplicity=1 largest_force_ha_per_bohr=0.0508 lumo_energy_ev=-1.490 homo_ev=-8.79 de_lowest_kj_mol=462.2
C 1.201 -0.799 0.636
N 1.003 0.310 0.078
O 0.329 1.288 0.583
O 2.008 0.668 -0.875
S -2.382 -0.870 -0.177
S 0.965 -2.220 1.215
H -1.999 0.076 0.623
H 1.791 1.671 -1.007
H -2.916 -0.123 -1.077


[31]
9
Properties=species:S:1:pos:R:3 method="wB97M-V/def2-TZVPD" spin_multiplicity=1 largest_force_ha_per_bohr=0.0489 lumo_energy_ev="-1.537 / -1.539" homo_ev="-9.14 / -9.14" de_lowest_kj_mol=204.0
C -1.881 -0.004 0.169
N 0.846 -0.424 -0.006
O 2.988 -1.052 -0.971
O 2.798 1.182 0.201
S -0.238 0.506 0.854
S 2.222 0.055 -0.455
H -2.168 -1.025 0.494
H -1.803 0.152 -0.945
H -2.763 0.610 0.658


[32]
9
Properties=species:S:1:pos:R:3 method="wB97M-V/def2-TZVPD" spin_multiplicity=1 largest_force_ha_per_bohr=0.0498 lumo_energy_ev=-0.953 homo_ev=-9.59 de_lowest_kj_mol=182.6
C 0.666 -1.735 -0.502
N -1.064 0.964 0.470
O 0.394 0.301 -1.997
O -0.016 2.510 2.161
S -0.348 -0.764 -1.328
S -0.470 1.172 1.849
H 0.237 -2.571 0.014
H 1.727 -1.587 -0.457
H -1.126 1.709 -0.210


[33]
9
Properties=species:S:1:pos:R:3 method="wB97M-V/def2-TZVPD" spin_multiplicity=3 largest_force_ha_per_bohr=0.0556 lumo_energy_ev="0.652 / -3.930" homo_ev="-8.55 / -8.77" de_lowest_kj_mol=116.2 s_squared=2.0077
C -1.898 -0.173 -0.143
N -0.703 -0.242 0.322
O 1.583 1.406 -0.136
O -0.194 -1.175 0.986
S 3.198 -0.850 -0.699
S 2.855 0.778 0.230
H -2.204 0.694 -0.693
H -2.576 -0.993 0.004
H -0.061 0.555 0.129


[34]
8
Properties=species:S:1:pos:R:3 method="wB97M-V/def2-TZVPD" spin_multiplicity=1 largest_force_ha_per_bohr=0.0983 lumo_energy_ev="0.117 / 0.117" homo_ev="-9.33 / -9.33" de_lowest_kj_mol=493.8
C 2.401 -0.548 1.014
N -0.737 -0.164 -0.416
O 3.133 -1.342 1.393
O 1.479 -1.049 -0.521
O 0.563 -0.205 -1.023
H 1.881 0.317 1.265
H -1.193 -1.151 -0.567
H -0.726 -0.106 0.640


[35]
9
Properties=species:S:1:pos:R:3 method="wB97M-V/def2-TZVPD" spin_multiplicity=1 largest_force_ha_per_bohr=0.0694 total_charge=-1 lumo_energy_ev=4.353 homo_ev=-4.29 de_lowest_kj_mol=159.8 smiles="NPOC(=O)[O-]"
N 0.152 -0.764 -0.205
P -0.931 0.538 -0.307
O -2.002 0.051 0.833
C -3.564 -0.309 0.697
O -4.036 -0.142 -0.410
O -4.011 -0.667 1.750
H 1.070 -0.310 0.190
H -0.294 -1.303 0.631
H -1.907 0.040 -1.261


[36]
9
Properties=species:S:1:pos:R:3 method="wB97M-V/def2-TZVPD" spin_multiplicity=1 largest_force_ha_per_bohr=0.0761 lumo_energy_ev=-0.273 homo_ev=-10.05 de_lowest_kj_mol=333.6 smiles="O=[N+]([O-])[C@@H](O)S"
O -0.025 -1.994 -0.495
N 0.306 -0.871 -0.599
O 0.577 -0.192 -1.567
C 0.130 0.048 0.698
O 1.031 1.077 0.627
S -1.671 0.633 0.679
H 0.283 -0.559 1.574
H 1.408 1.092 -0.307
H -2.040 0.764 -0.611


[37]
9
Properties=species:S:1:pos:R:3 method="wB97M-V/def2-TZVPD" spin_multiplicity=1 largest_force_ha_per_bohr=0.0819 lumo_energy_ev=-1.524 homo_ev=-8.98 de_lowest_kj_mol=298.8
C -1.172 -0.506 -0.225
N -1.102 0.742 0.143
O 2.518 -0.607 -1.124
O 1.683 -0.384 1.149
O -1.244 1.824 -0.540
S 2.694 -0.005 0.160
H -1.346 -0.701 -1.296
H -1.133 -1.200 0.513
H -0.898 0.837 1.221


[38]
9
Properties=species:S:1:pos:R:3 method="wB97M-V/def2-TZVPD" spin_multiplicity=1 largest_force_ha_per_bohr=0.0626 lumo_energy_ev=-1.125 homo_ev=-10.31 de_lowest_kj_mol=84.7
C 1.319 0.494 0.631
N 0.611 1.465 0.232
O 1.373 -0.571 -0.087
O -3.163 -1.680 0.137
O -1.136 -1.235 -1.282
S -2.492 -0.966 -0.918
H 1.976 0.538 1.423
H 0.656 2.287 0.717
H 0.857 -0.332 -0.853


[39]
9
Properties=species:S:1:pos:R:3 method="wB97M-V/def2-TZVPD" spin_multiplicity=1 largest_force_ha_per_bohr=0.0693 lumo_energy_ev=-0.630 homo_ev=-10.67 de_lowest_kj_mol=62.0
C 1.376 0.009 -0.126
N 0.395 -0.730 0.226
O 1.173 1.323 -0.328
O -1.667 1.119 0.176
O -2.462 -1.064 -0.757
S -2.112 -0.278 0.380
H 2.375 -0.237 -0.152
H 0.699 -1.608 0.586
H 0.224 1.467 -0.005


[40]
9
Properties=species:S:1:pos:R:3 method="wB97M-V/def2-TZVPD" spin_multiplicity=1 largest_force_ha_per_bohr=0.0766 lumo_energy_ev=0.481 homo_ev=-9.80 de_lowest_kj_mol=135.8
C -1.199 0.091 -0.217
N -0.401 -0.930 0.171
O 1.244 0.863 0.964
O 1.727 -0.193 -1.068
O -0.846 1.165 -0.565
S 1.344 -0.582 0.255
H -2.374 -0.234 -0.246
H -0.876 -1.912 0.234
H 1.380 1.733 0.473